(1)
17
Properties=species:S:1:pos:R:3:forces:R:3:nbo_charge:R:1 method="wB97M-V/def2-TZVPD" energy_ha=-393.22160 lumo_energy_ev=0.7 e_above_lowest_kcal_mol=183.2 max_force_ev_per_a=5.42 orbital_gap_ev=8.720
C -0.79920 2.14750 0.07236 -1.6 1.6 2.4 -0.4566
C -0.92355 -0.03711 -0.16039 -1.6 -0.6 1.8 0.5197
C 1.68222 0.41566 -0.20553 2.1 -2.3 -0.2 0.2308
H -1.56161 2.60925 1.16304 3.0 -0.8 -3.0 0.1719
H 0.32441 1.60980 0.40540 -4.0 3.6 -0.5 0.2105
H -0.88459 3.02075 -0.76475 0.8 -2.1 2.1 0.2114
H -2.61650 -1.35988 0.11034 3.7 0.1 -1.1 0.4193
H -0.82470 -2.87007 0.89024 1.8 0.7 -4.0 0.3838
H 0.21905 -2.40343 -0.76919 -3.3 -0.2 2.1 0.4048
H 0.78550 -1.33701 0.38204 -1.6 4.1 0.4 0.4425
H 1.66750 1.51101 -0.82192 0.0 -3.2 2.0 0.2312
H 3.70583 0.03200 -0.15493 -2.1 -0.4 -0.2 0.3650
N -1.69465 1.03437 -0.26954 4.0 -2.0 -0.3 -0.5208
N -1.50735 -1.28164 -0.03687 -2.6 0.4 -0.8 -0.4836
N -0.74408 -2.46122 -0.18799 -0.1 -2.0 2.4 -0.7026
N 0.43402 -0.23035 0.35152 3.1 -0.6 -2.5 -0.7195
N 2.73770 -0.39966 -0.00382 -1.7 3.6 -0.6 -0.7080



(2)
17
Properties=species:S:1:pos:R:3:forces:R:3:nbo_charge:R:1 method="wB97M-V/def2-TZVPD" energy_ha=-393.15780 lumo_energy_ev=-0.4 e_above_lowest_kcal_mol=223.2 max_force_ev_per_a=7.70 orbital_gap_ev=8.348
C 0.83045 1.56929 1.56454 5.3 -0.2 1.6 -0.4425
C -1.12575 -0.73183 -0.19876 -3.3 -0.7 2.7 0.5406
C 0.98081 -0.36451 -2.66239 0.5 -1.1 5.8 -0.1674
H 1.17312 1.70586 0.50825 -1.4 0.0 0.6 0.2198
H 1.90796 0.95725 1.88414 -2.7 2.0 -0.3 0.1690
H 1.05779 2.78513 2.17573 -1.8 -4.0 -1.6 0.1991
H 0.47839 -0.38301 2.08867 -2.8 1.8 -1.4 0.3828
H -2.20879 0.61646 1.13088 3.8 -1.1 -1.2 0.3762
H -2.87462 -0.84956 0.23354 0.4 -1.3 -2.4 0.3181
H 0.09454 -2.34563 -0.85212 -0.8 2.3 0.7 0.3943
H 1.59929 0.63048 -3.05398 -1.7 -3.1 1.0 0.2366
H 0.69603 -1.39858 -3.36085 0.7 3.4 2.1 0.2119
N -0.19096 0.46921 1.83815 2.3 0.8 -0.1 -0.4922
N -1.13768 0.38196 0.77049 -1.9 -0.7 0.4 -0.4904
N -2.24704 -1.30903 -0.54510 0.4 2.2 2.6 -0.6861
N 0.06617 -1.35551 -0.42524 2.8 -0.6 -2.8 -0.5071
N 0.90031 -0.37795 -1.09597 0.1 0.3 -7.7 -0.2625



(3)
18
Properties=species:S:1:pos:R:3:forces:R:3:nbo_charge:R:1 method="wB97M-V/def2-TZVPD" energy_ha=-468.58164 lumo_energy_ev=0.1 e_above_lowest_kcal_mol=90.7 max_force_ev_per_a=2.57 orbital_gap_ev=8.653
H -2.71739 -0.06202 0.25604 0.2 0.1 0.2 0.3446
N -2.41613 -0.67773 1.02052 0.0 0.0 -0.1 -0.5175
C -1.19364 -0.53367 1.29035 -0.2 -0.3 -0.2 -0.0010
C -0.27763 0.49628 0.67458 -0.7 1.7 -0.2 0.5573
C 0.95072 0.81459 1.49032 0.1 -0.3 -0.4 -0.7115
O -0.70587 1.30322 -0.16904 0.5 -0.8 1.0 -0.6630
H -0.76354 -1.16944 2.06353 0.1 0.0 0.0 0.1721
H 1.66253 1.38470 0.89746 0.0 0.1 0.0 0.2286
H 0.64442 1.41964 2.34425 -0.1 0.1 0.0 0.2480
H 1.42177 -0.08819 1.87217 0.0 -0.1 0.0 0.2219
H -1.29548 0.36140 -1.69654 0.2 -0.9 -0.4 0.3511
N -1.43241 -0.65829 -1.95710 -0.3 1.7 -0.1 -0.3150
N -0.55341 -1.40791 -1.64645 2.1 -1.3 0.7 0.0421
N 0.71370 -0.85338 -0.95575 -1.3 0.2 0.2 -0.3812
N 1.43662 0.09039 -1.74784 -0.4 0.0 -0.4 -0.6773
H 1.30082 -1.64851 -0.72878 -0.2 -0.1 -0.6 0.3723
H 2.32953 0.27182 -1.29816 -0.1 -0.1 0.1 0.3607
H 0.89540 0.95711 -1.70958 0.2 0.0 0.2 0.3679